[1]
# C31H41CrN2O8

A structure of composition C31H41CrN2O8 (the ωB97M-V functional and the def2-TZVPD basis, OMol25).

## Properties
LUMO (spin up / spin down) in eV: 4.071 / 4.072
Spin multiplicity: 4
HOMO level (spin up / spin down) in eV: 0.8 / 0.8
Total charge: -2
<S²>: 3.8888

CARTESIAN COORDINATES (ANGSTROEM)
C1 0.284 -0.260 -6.819
C2 0.211 -0.897 -5.419
C3 -0.148 1.211 -6.762
C4 -0.659 1.657 -5.408
H1 -0.939 1.302 -7.486
H2 0.661 1.831 -7.158
C5 -0.776 -0.212 -4.521
H3 1.216 -0.880 -4.976
H4 -0.069 -1.955 -5.565
C6 -1.046 -1.042 -3.254
H5 -1.743 -0.271 -5.077
H6 -1.758 1.738 -5.452
C7 -0.152 2.896 -4.955
C8 1.695 -0.400 -7.381
C9 -0.517 -0.978 -7.921
O1 -1.225 -0.379 -8.719
O2 2.721 -0.327 -6.721
O3 1.716 -0.578 -8.713
O4 -0.402 -2.311 -8.012
C10 -0.947 -2.762 -9.270
H7 -0.873 -3.850 -9.267
H8 -0.354 -2.327 -10.084
H9 -1.982 -2.422 -9.372
C11 3.022 -0.706 -9.275
H10 3.619 0.187 -9.043
H11 2.863 -0.802 -10.354
H12 3.523 -1.599 -8.875
O5 -0.625 -1.023 -1.886
H13 -0.778 -2.062 -3.559
H14 -2.139 -1.020 -3.197
C12 -1.027 3.733 -4.063
C13 1.312 3.170 -5.043
H15 1.644 3.504 -6.033
H16 1.890 2.262 -4.810
H17 1.577 3.943 -4.329
H18 -0.571 3.894 -3.074
H19 -1.988 3.226 -3.892
H20 -1.253 4.730 -4.486
Cr1 -0.675 -0.339 -0.234
C14 -2.673 -0.307 1.372
C15 -2.889 0.015 -0.027
C16 -2.737 -1.198 -0.756
H21 -3.237 0.958 -0.404
C17 -2.381 -2.231 0.161
C18 -2.348 -1.687 1.476
H22 -2.204 -2.246 2.389
H23 -2.999 0.306 2.188
H24 -3.157 -1.388 -1.732
H25 -2.225 -3.240 -0.078
C19 1.688 1.556 -0.022
C20 2.040 0.474 0.832
C21 1.967 -0.746 0.090
H26 2.474 0.583 1.824
C22 1.590 -0.398 -1.240
C23 1.331 1.027 -1.290
H27 1.013 1.572 -2.172
H28 1.768 2.613 0.208
H29 2.202 -1.752 0.432
H30 1.666 -1.048 -2.091
C24 -3.418 2.196 3.775
C25 -2.157 1.590 4.381
C26 -0.791 2.088 3.816
C27 -0.544 3.589 4.174
C28 -1.508 4.637 3.659
C29 0.341 1.296 4.496
O6 0.952 1.667 5.493
N1 0.623 0.060 3.930
C30 0.148 -0.425 2.711
O7 0.286 -1.606 2.427
N2 -0.391 0.520 1.857
C31 -0.638 1.793 2.299
O8 -0.765 2.706 1.468
H31 -3.801 3.017 4.396
H32 -4.204 1.431 3.741
H33 -3.249 2.569 2.757
H34 -2.132 1.797 5.462
H35 -2.189 0.494 4.280
H36 -0.516 3.652 5.272
H37 0.469 3.843 3.828
H38 -2.464 4.623 4.194
H39 -1.051 5.620 3.821
H40 -1.673 4.504 2.586
H41 1.195 -0.585 4.464



[2]
# C10H30Cl2O5PbS5

A structure of composition C10H30Cl2O5PbS5 (the ωB97M-V functional and the def2-TZVPD basis, OMol25).

## Properties
LUMO in eV: 0.083
HOMO level in eV: -6.8
Energy above the lowest of the compared OMol25 structures with the same formula, charge and spin in kcal per mole: 54.6

CARTESIAN COORDINATES (ANGSTROEM)
Pb1 4.594 -16.534 -8.526
Cl1 7.037 -15.777 -7.270
Cl2 4.860 -19.195 -7.443
C1 7.661 -18.288 -10.389
S1 6.163 -18.779 -11.274
O1 5.001 -17.961 -10.609
C2 6.730 -18.029 -12.879
H1 8.587 -18.574 -10.889
H2 7.397 -18.569 -9.370
H3 7.694 -17.199 -10.391
H4 7.110 -17.008 -12.914
H5 5.991 -18.114 -13.676
H6 7.587 -18.649 -13.142
C3 4.381 -14.744 -12.947
S2 5.421 -14.115 -11.531
O2 5.532 -15.380 -10.607
C4 6.950 -13.922 -12.529
H7 4.041 -13.915 -13.567
H8 3.491 -15.170 -12.484
H9 4.929 -15.474 -13.543
H10 6.957 -12.854 -12.749
H11 6.892 -14.479 -13.463
H12 7.774 -14.221 -11.881
C5 0.790 -18.463 -7.885
S3 1.161 -18.107 -9.668
O3 2.367 -17.198 -9.609
C6 1.704 -19.722 -10.208
H13 0.181 -19.344 -7.685
H14 0.367 -17.577 -7.411
H15 1.783 -18.634 -7.470
H16 2.614 -20.053 -9.706
H17 1.703 -19.966 -11.271
H18 0.892 -20.376 -9.891
C7 1.519 -13.149 -7.391
S4 3.027 -12.939 -8.445
O4 3.877 -14.252 -8.647
C8 2.099 -12.764 -10.037
H19 1.907 -13.486 -6.430
H20 0.793 -13.897 -7.709
H21 1.047 -12.188 -7.190
H22 2.818 -12.826 -10.854
H23 1.738 -11.740 -10.135
H24 1.186 -13.356 -10.085
C9 4.094 -14.597 -4.995
S5 2.745 -15.866 -5.234
O5 2.756 -16.135 -6.730
C10 3.682 -17.218 -4.399
H25 3.899 -13.684 -5.558
H26 5.115 -14.970 -5.068
H27 4.094 -14.158 -3.998
H28 3.810 -16.905 -3.363
H29 4.662 -17.243 -4.874
H30 3.165 -18.169 -4.531



[3]
# C40H35AuClGeN2P

A structure of composition C40H35AuClGeN2P (the ωB97M-V functional and the def2-TZVPD basis, OMol25).

## Properties
LUMO (spin up / spin down) in eV: -10.304 / -12.062
Spin multiplicity: 2
HOMO level (spin up / spin down) in eV: -15.3 / -15.3
Energy above the lowest of the compared OMol25 structures with the same formula, charge and spin in kcal per mole: 35.5
Total charge: +3
<S²>: 0.7686

CARTESIAN COORDINATES (ANGSTROEM)
Au1 0.721 0.186 -0.039
Cl1 3.464 -0.878 -0.452
C1 3.998 -0.432 1.151
C2 5.319 -0.098 1.333
C3 5.742 0.283 2.605
C4 4.853 0.337 3.669
C5 3.525 -0.006 3.482
C6 3.082 -0.424 2.220
P1 1.394 -0.929 2.009
C7 1.207 -2.651 1.707
C8 2.319 -3.512 1.653
C9 2.111 -4.858 1.462
C10 0.809 -5.354 1.299
C11 -0.296 -4.505 1.336
C12 -0.104 -3.154 1.524
C13 0.395 -0.390 3.357
C14 0.283 0.994 3.583
C15 -0.454 1.451 4.657
C16 -1.084 0.538 5.501
C17 -0.980 -0.830 5.277
C18 -0.251 -1.305 4.200
H1 6.011 -0.129 0.502
H2 6.782 0.543 2.756
H3 5.197 0.641 4.649
H4 2.837 0.023 4.317
H5 3.321 -3.131 1.801
H6 2.953 -5.538 1.452
H7 0.662 -6.415 1.142
H8 -1.295 -4.900 1.211
H9 -0.957 -2.487 1.555
H10 0.792 1.698 2.933
H11 -0.541 2.513 4.845
H12 -1.656 0.898 6.346
H13 -1.460 -1.528 5.950
H14 -0.162 -2.371 4.036
N1 1.204 6.147 -1.642
C19 1.089 4.864 -1.308
C20 1.699 3.843 -2.072
C21 1.553 2.541 -1.702
N2 0.833 2.166 -0.613
C22 0.239 3.135 0.127
C23 0.342 4.458 -0.175
H15 1.753 6.434 -2.436
H16 0.786 6.875 -1.087
H17 2.283 4.083 -2.951
H18 2.014 1.752 -2.282
H19 -0.341 2.810 0.982
H20 -0.149 5.189 0.454
C24 -2.582 0.302 1.034
Ge1 -1.762 -0.118 -0.670
C25 -2.030 -1.960 -1.164
C26 -1.076 -2.817 -1.716
C27 -1.435 -4.104 -2.089
C28 -2.742 -4.539 -1.904
C29 -3.686 -3.695 -1.334
C30 -3.337 -2.403 -0.957
C31 -2.165 1.135 -1.990
C32 -2.991 2.189 -1.598
C33 -3.399 3.162 -2.512
C34 -2.961 3.093 -3.813
C35 -2.093 2.069 -4.254
C36 -1.645 2.026 -5.597
C37 -0.819 1.027 -6.020
C38 -0.392 0.038 -5.109
C39 -0.802 0.065 -3.805
C40 -1.669 1.073 -3.339
H21 -3.660 0.178 0.917
H22 -2.376 1.318 1.366
H23 -2.238 -0.390 1.805
H24 -0.053 -2.489 -1.873
H25 -0.702 -4.764 -2.536
H26 -3.030 -5.535 -2.212
H27 -4.704 -4.034 -1.194
H28 -4.097 -1.756 -0.533
H29 -3.368 2.244 -0.584
H30 -4.059 3.960 -2.199
H31 -3.291 3.836 -4.531
H32 -1.963 2.804 -6.281
H33 -0.496 0.988 -7.051
H34 0.261 -0.755 -5.451
H35 -0.479 -0.722 -3.130



[4]
# C48H41AsCl3IrN2O4S3Sb

A structure of composition C48H41AsCl3IrN2O4S3Sb (the ωB97M-V functional and the def2-TZVPD basis, OMol25).

## Properties
LUMO in eV: -2.457
HOMO level in eV: -9.9
Energy above the lowest of the compared OMol25 structures with the same formula, charge and spin in kcal per mole: 17.5
Total charge: +1

CARTESIAN COORDINATES (ANGSTROEM)
Ir1 -0.577 -0.841 -0.292
S1 -0.143 -1.513 1.878
C1 1.490 -0.980 2.276
C2 2.053 -1.440 3.473
C3 3.318 -1.031 3.851
C4 4.055 -0.157 3.053
C5 3.512 0.290 1.864
C6 2.233 -0.113 1.483
As1 1.506 0.337 -0.231
C7 3.020 -0.086 -1.349
C8 3.624 0.889 -2.131
C9 4.775 0.573 -2.845
C10 5.308 -0.705 -2.779
C11 4.701 -1.676 -1.991
C12 3.558 -1.369 -1.273
C13 1.301 2.234 -0.416
C14 0.713 2.688 -1.597
C15 0.532 4.047 -1.787
C16 0.926 4.946 -0.803
C17 1.500 4.486 0.373
C18 1.687 3.123 0.575
H1 1.492 -2.131 4.090
H2 3.743 -1.408 4.773
H3 5.049 0.150 3.349
H4 4.091 0.937 1.213
H5 3.211 1.888 -2.185
H6 5.253 1.332 -3.451
H7 6.204 -0.945 -3.336
H8 5.120 -2.672 -1.936
H9 3.088 -2.123 -0.652
H10 0.378 1.990 -2.361
H11 0.076 4.403 -2.701
H12 0.784 6.008 -0.954
H13 1.805 5.186 1.138
H14 2.123 2.767 1.502
Cl1 -4.377 -4.604 -1.615
C19 -3.398 -4.467 -0.150
Cl2 -4.404 -4.634 1.290
Cl3 -2.080 -5.626 -0.154
C20 -2.793 -3.127 -0.139
N1 -2.321 -2.084 -0.131
C21 3.988 -1.640 -6.869
C22 3.101 -2.064 -5.735
C23 2.473 -1.107 -4.938
C24 1.649 -1.478 -3.894
C25 1.433 -2.830 -3.655
C26 2.038 -3.807 -4.437
C27 2.874 -3.413 -5.468
S2 0.350 -3.360 -2.389
O1 0.567 -4.755 -2.176
O2 0.505 -2.551 -1.158
N2 -1.156 -3.069 -2.955
C28 -1.456 -2.554 -4.309
C29 -2.072 -1.152 -4.256
C30 -1.197 -0.125 -3.538
O3 -0.702 0.820 -4.126
O4 -0.999 -0.407 -2.293
H15 4.625 -0.805 -6.576
H16 3.385 -1.307 -7.717
H17 4.621 -2.458 -7.208
H18 2.631 -0.054 -5.133
H19 1.162 -0.727 -3.289
H20 1.863 -4.852 -4.226
H21 3.356 -4.166 -6.079
H22 -1.642 -2.510 -2.267
H23 -2.169 -3.238 -4.772
H24 -0.553 -2.571 -4.916
H25 -3.025 -1.216 -3.721
H26 -2.274 -0.814 -5.270
S3 -1.835 1.033 0.212
Sb1 -2.268 1.298 2.486
C31 -2.982 -0.391 3.501
C32 -3.888 -1.218 2.846
C33 -4.437 -2.298 3.519
C34 -4.074 -2.556 4.834
C35 -3.173 -1.725 5.485
C36 -2.628 -0.634 4.823
C37 -3.901 2.612 2.436
C38 -4.877 2.374 1.470
C39 -6.013 3.168 1.433
C40 -6.172 4.196 2.353
C41 -5.200 4.431 3.314
C42 -4.062 3.638 3.360
C43 -0.714 2.158 3.596
C44 -0.563 3.538 3.680
C45 0.508 4.067 4.385
C46 1.430 3.224 4.990
C47 1.282 1.847 4.899
C48 0.208 1.310 4.204
H27 -4.170 -1.022 1.817
H28 -5.156 -2.934 3.020
H29 -4.503 -3.400 5.357
H30 -2.900 -1.920 6.514
H31 -1.938 0.018 5.344
H32 -4.745 1.591 0.733
H33 -6.771 2.988 0.683
H34 -7.058 4.816 2.320
H35 -5.326 5.230 4.032
H36 -3.321 3.817 4.131
H37 -1.256 4.207 3.183
H38 0.624 5.141 4.455
H39 2.265 3.643 5.536
H40 2.001 1.186 5.364
H41 0.095 0.236 4.135



[5]
# C5H10N2S

A structure of composition C5H10N2S (the ωB97M-V functional and the def2-TZVPD basis, OMol25).

## Properties
LUMO in eV: 0.449
HOMO level in eV: -9.2
Energy above the lowest of the compared OMol25 structures with the same formula, charge and spin in kcal per mole: 73.6

CARTESIAN COORDINATES (ANGSTROEM)
C1 -1.047 0.094 -0.123
C2 0.948 1.359 0.200
C3 1.072 -0.787 -1.143
C4 0.660 -0.823 1.318
C5 0.479 -0.100 0.086
N1 -1.739 0.540 -1.088
N2 -2.955 0.582 -0.436
S1 -2.313 -0.180 1.021
H1 2.017 1.305 0.380
H2 0.670 1.940 -0.600
H3 0.536 1.727 1.067
H4 2.039 -1.057 -1.083
H5 0.636 -1.781 -1.516
H6 0.848 -0.171 -1.968
H7 1.705 -1.075 1.349
H8 0.271 -0.165 2.143
H9 -0.013 -1.625 1.292
H10 -3.818 0.217 -0.900



[6]
# C9H9N3O

An isolated molecule of C9H9N3O (the ωB97M-V functional and the def2-TZVPD basis, OMol25).

## Properties
LUMO (spin up / spin down) in eV: -0.232 / -0.316
HOMO level (spin up / spin down) in eV: -8.6 / -8.6
Energy above the lowest of the compared OMol25 structures with the same formula, charge and spin in kcal per mole: 111.4

CARTESIAN COORDINATES (ANGSTROEM)
C1 -2.961 1.109 -0.013
C2 -2.170 0.888 1.103
C3 -2.372 1.230 -1.262
C4 -0.801 0.761 0.974
C5 -1.002 1.134 -1.400
C6 -0.205 0.878 -0.284
C7 1.957 -0.061 -0.102
C8 3.418 0.131 -0.315
C9 1.600 -1.425 0.400
N1 3.674 2.186 0.892
N2 4.096 -0.783 -0.848
N3 1.164 0.860 -0.438
O1 4.045 1.332 0.042
H1 -4.032 1.194 0.091
H2 -2.627 0.811 2.079
H3 -2.986 1.410 -2.131
H4 -0.177 0.605 1.842
H5 -0.531 1.235 -2.366
H6 0.520 -1.534 0.457
H7 2.041 -1.593 1.381
H8 2.020 -2.164 -0.281
H9 5.087 -0.601 -0.971



[7]
# C3H14NO4S

A cluster of 4 separate species, C3H14NO4S in total (the ωB97M-V functional and the def2-TZVPD basis, OMol25).

## Properties
LUMO in eV: -3.528
HOMO level in eV: -12.7
Energy above the lowest of the compared OMol25 structures with the same formula, charge and spin in kcal per mole: 36.8
Total charge: +1

CARTESIAN COORDINATES (ANGSTROEM)
O1 1.443 -2.020 -1.910
C1 0.272 -1.800 -1.652
C2 -0.060 -0.370 -1.303
C3 -1.375 0.021 -0.610
S1 -2.759 -0.463 -1.557
N1 1.185 0.171 -0.641
H1 -0.516 -2.654 -1.750
H2 -0.124 0.121 -2.336
H3 -1.525 1.214 -0.614
H4 -1.386 -0.209 0.480
H5 -3.428 -1.410 -0.598
H6 0.965 1.162 -0.367
H7 1.948 0.061 -1.428
H8 1.351 -0.629 0.077
H9 1.434 2.851 -1.555
H10 2.298 3.274 -0.321
O2 1.863 2.508 -0.715
H11 -0.474 2.568 2.994
H12 -0.150 1.086 3.558
O3 -0.610 1.617 2.832
H13 0.397 -2.730 2.994
H14 -0.844 -2.170 2.218
O4 0.093 -2.200 2.206



[8]
# C2H3N3OS

An isolated molecule of C2H3N3OS (the ωB97M-V functional and the def2-TZVPD basis, OMol25).

## Properties
LUMO in eV: 0.459
HOMO level in eV: -8.0
Energy above the lowest of the compared OMol25 structures with the same formula, charge and spin in kcal per mole: 49.0
Structure (SMILES): S/N=c1/nc[nH]o1

CARTESIAN COORDINATES (ANGSTROEM)
S1 -2.987 -0.044 -0.006
N1 -1.625 -1.068 0.029
C1 -0.468 -0.595 -0.106
N2 0.677 -1.365 -0.086
C2 1.660 -0.509 -0.005
N3 1.208 0.771 -0.028
O1 -0.185 0.728 -0.143
H1 -2.511 1.232 -0.241
H2 2.722 -0.742 0.108
H3 1.510 1.592 0.479



[9]
# C13H15N3O2S

An isolated molecule of C13H15N3O2S (the ωB97M-V functional and the def2-TZVPD basis, OMol25).

## Properties
LUMO in eV: 0.573
HOMO level in eV: -9.1
Energy above the lowest of the compared OMol25 structures with the same formula, charge and spin in kcal per mole: 39.3
Structure (SMILES): Cc1cc(NC(=O)CSCCc2ccncc2)no1

CARTESIAN COORDINATES (ANGSTROEM)
C1 -4.604 -2.860 0.037
C2 -4.031 -1.511 -0.181
C3 -3.021 -0.833 0.440
C4 -2.985 0.406 -0.251
N1 -2.164 1.495 -0.049
C5 -1.175 1.589 0.881
O1 -0.865 0.703 1.644
C6 -0.464 2.926 0.847
S1 0.400 3.157 -0.748
C7 1.309 1.582 -0.876
C8 2.315 1.374 0.251
C9 3.011 0.061 0.044
C10 2.429 -1.122 0.488
C11 3.086 -2.317 0.247
N2 4.243 -2.399 -0.388
C12 4.796 -1.275 -0.811
C13 4.226 -0.026 -0.625
N3 -3.896 0.443 -1.196
O2 -4.548 -0.744 -1.156
H1 -5.671 -2.783 0.239
H2 -4.109 -3.339 0.875
H3 -4.477 -3.469 -0.856
H4 -2.400 -1.138 1.253
H5 -2.323 2.267 -0.683
H6 0.254 2.991 1.664
H7 -1.170 3.752 0.914
H8 0.581 0.770 -0.905
H9 1.813 1.638 -1.842
H10 3.032 2.196 0.256
H11 1.789 1.349 1.208
H12 1.488 -1.103 1.016
H13 2.669 -3.260 0.578
H14 5.743 -1.385 -1.323
H15 4.719 0.863 -0.990



[10]
# C10H10N2O2

A cluster of 2 separate species, C10H10N2O2 in total (the ωB97M-V functional and the def2-TZVPD basis, OMol25).

## Properties
LUMO in eV: 0.451
HOMO level in eV: -8.7
Energy above the lowest of the compared OMol25 structures with the same formula, charge and spin in kcal per mole: 74.6
Structure (SMILES): O=c1cc[nH]c(=O)[nH]1.c1ccccc1

CARTESIAN COORDINATES (ANGSTROEM)
O1 -0.425 0.520 -0.766
C1 -1.586 0.692 -0.289
C2 -1.967 0.021 0.997
C3 -3.265 0.055 1.296
N1 -4.199 0.648 0.476
C4 -3.980 1.149 -0.786
O2 -4.877 1.400 -1.615
N2 -2.607 1.278 -1.055
H1 -1.259 -0.407 1.654
H2 -3.478 -0.462 2.191
H3 -5.104 0.684 0.810
H4 -2.277 1.789 -1.896
C5 2.395 0.538 -0.036
C6 3.081 0.119 1.043
C7 3.574 -1.074 1.001
C8 3.525 -1.968 -0.138
C9 2.641 -1.507 -1.138
C10 1.978 -0.253 -1.047
H5 2.156 1.726 -0.086
H6 3.121 0.915 1.903
H7 4.604 -1.338 1.599
H8 4.211 -2.841 -0.191
H9 2.406 -2.006 -2.189
H10 1.331 0.323 -1.739



Computed electronic energy (a.u.) in order:
-2961.55888 -3879.25986 -4667.99052 -7419.50498 -704.10653 -587.68489 -876.29619 -715.61814 -1217.30081 -646.98302